No. 1
Below is a structure of composition C31H58As2NO4PPtS4SeSi3, with properties calculated with ωB97M-V with the def2-TZVPD basis set.

The geometry in XYZ format:
```
106
Properties=species:S:1:pos:R:3:lowdin_charge:R:1
Pt -1.2970 -0.6790 0.8202 0.485
C -4.9878 -0.7952 -0.5653 -0.116
C -4.3964 -2.1118 -0.0579 -0.536
C -4.7741 -2.3750 1.3987 -0.126
P -2.5725 -2.0964 -0.2492 0.869
C -2.2307 -1.9243 -2.0397 -0.520
C -0.7222 -1.9369 -2.2883 -0.112
C -2.9458 -2.9664 -2.8970 -0.108
C -1.9993 -3.7152 0.2598 -0.287
C -2.6060 -4.9232 -0.0690 -0.070
C -2.1092 -6.1405 0.3667 -0.308
C -2.7535 -7.4465 -0.0138 -0.081
C -0.9582 -6.0977 1.1646 -0.064
C -0.3336 -4.9223 1.5145 -0.016
C -0.8381 -3.6678 1.0686 -0.326
N -0.3085 -2.4711 1.3963 -0.121
C 0.7929 -2.5047 2.2780 -0.256
C 2.0809 -2.7481 1.8064 -0.234
C 2.3082 -2.8964 0.3317 -0.042
C 3.1138 -2.9102 2.7268 -0.031
C 2.8972 -2.8074 4.0957 -0.284
C 4.0130 -2.9975 5.0899 -0.069
C 1.6108 -2.5246 4.5397 -0.026
C 0.5531 -2.3813 3.6555 -0.203
C -0.8431 -2.1258 4.1478 -0.037
H -6.0762 -0.8167 -0.4581 0.074
H -4.7470 -0.5998 -1.6111 0.071
H -4.5946 0.0454 0.0071 0.023
H -4.7682 -2.9443 -0.6669 0.089
H -4.3928 -1.5777 2.0361 0.015
H -4.3759 -3.3274 1.7544 0.066
H -5.8637 -2.3980 1.4928 0.073
H -2.5828 -0.9183 -2.2782 0.070
H -0.2681 -2.8683 -1.9343 0.072
H -0.2412 -1.0944 -1.7908 0.045
H -0.5271 -1.8407 -3.3594 0.082
H -2.4978 -3.9562 -2.7759 0.069
H -2.8498 -2.6829 -3.9484 0.077
H -4.0122 -3.0428 -2.6757 0.059
H -3.5101 -4.9128 -0.6724 0.103
H -3.7515 -7.2815 -0.4244 0.065
H -2.8580 -8.1120 0.8474 0.066
H -2.1769 -7.9881 -0.7707 0.068
H -0.5357 -7.0317 1.5269 0.103
H 0.5501 -4.9470 2.1398 0.108
H 1.8966 -3.8438 -0.0323 0.079
H 3.3722 -2.8618 0.0983 0.060
H 1.8066 -2.0955 -0.2151 0.067
H 4.1100 -3.1315 2.3575 0.104
H 4.9375 -3.2937 4.5950 0.063
H 3.7631 -3.7695 5.8221 0.070
H 4.2134 -2.0770 5.6451 0.072
H 1.4220 -2.4278 5.6056 0.112
H -0.8663 -2.0835 5.2383 0.071
H -1.5247 -2.9107 3.8118 0.080
H -1.2294 -1.1828 3.7545 0.038
S -3.0826 2.6129 1.2914 0.032
As -0.9695 3.0014 0.6530 0.023
S -2.8688 0.6280 2.0329 -0.065
S 0.2910 1.2240 0.7335 0.048
S -0.2194 4.7330 1.5355 -0.015
C 6.4752 -1.0120 2.6476 -0.233
Si 6.1105 0.1272 1.1789 0.237
C 7.3813 1.5360 1.2651 -0.231
C 6.4747 -0.8811 -0.3735 -0.241
As 3.8262 0.6208 1.1488 0.800
Si 3.6421 2.0438 3.0248 0.248
C 2.2327 1.4028 4.0843 -0.221
C 5.2073 1.9738 4.0843 -0.231
C 3.3974 3.8399 2.5780 -0.229
Si 3.8020 1.9596 -0.8325 0.263
C 2.6405 3.4142 -0.9046 -0.213
C 3.3550 0.7050 -2.1539 -0.224
C 5.5052 2.6653 -1.2619 -0.240
H 7.2793 -0.6128 3.2703 0.019
H 6.7733 -2.0046 2.2984 0.022
H 5.5965 -1.1364 3.2778 -0.009
H 8.1512 1.3905 0.5017 0.024
H 7.8669 1.5395 2.2434 0.011
H 6.9423 2.5196 1.1073 0.003
H 7.4927 -1.2817 -0.3245 0.023
H 6.3818 -0.2923 -1.2879 0.008
H 5.7786 -1.7189 -0.4527 0.015
H 2.6162 0.7894 4.9044 0.018
H 1.5344 0.7988 3.5025 -0.011
H 1.6640 2.2384 4.5013 0.032
H 5.4662 0.9599 4.3946 0.007
H 5.0146 2.5616 4.9885 0.026
H 6.0698 2.4093 3.5766 0.008
H 3.5746 4.4487 3.4715 0.029
H 4.0921 4.1622 1.7986 0.021
H 2.3819 4.0396 2.2315 -0.047
H 1.7907 3.1542 -1.5375 0.012
H 3.1682 4.2615 -1.3549 0.034
H 2.2451 3.7436 0.0530 -0.031
H 2.2725 0.5556 -2.1456 0.013
H 3.8467 -0.2590 -1.9983 0.007
H 3.6278 1.0831 -3.1435 0.031
H 5.8063 3.4403 -0.5534 0.015
H 5.4138 3.1333 -2.2474 0.027
H 6.3046 1.9240 -1.3121 -0.005
O 0.0138 1.8505 -2.9136 -0.485
Se -1.4527 2.2950 -2.3975 0.775
O -2.3167 3.1554 -3.4518 -0.482
O -2.2951 1.1173 -1.6606 -0.537
O -1.1387 3.4587 -1.0792 -0.675
```

The net charge is -2. Its HOMO-LUMO gap is 6.21 eV. The highest occupied orbital energy is -2.31 eV.



No. 2
Below is a structure of composition C31H58CsN8OSSi4, with properties calculated with ωB97M-V with the def2-TZVPD basis set.

The geometry in XYZ format:
```
104
Properties=species:S:1:pos:R:3:lowdin_charge:R:1
Cs -1.6850 2.5677 0.1628 1.347
N -3.4209 -0.8294 2.0216 0.185
C -4.1001 -0.1472 1.0643 -0.459
N -5.4267 -0.1283 1.1625 0.182
C -6.0404 0.4251 0.1152 -0.444
N -7.3840 0.4398 0.1260 0.175
N -5.4267 0.9171 -0.9667 0.174
C -4.0986 0.8700 -0.9601 -0.379
N -3.3771 0.3680 0.0591 -0.020
C -3.4136 1.2848 -2.1912 -0.293
C -4.1700 1.5864 -3.3277 0.004
C -3.5299 1.8358 -4.5233 -0.036
C -2.1446 1.7753 -4.5590 -0.029
C -1.4746 1.5045 -3.3774 -0.129
N -2.0704 1.2703 -2.2148 -0.074
H -3.9125 -0.9873 2.8868 0.112
H -2.4204 -0.6796 2.0762 0.074
H -7.8654 0.1816 0.9693 0.112
H -7.8696 0.9302 -0.6033 0.110
H -5.2459 1.5853 -3.2414 0.110
H -4.0983 2.0557 -5.4169 0.117
H -1.6002 1.9200 -5.4814 0.114
H -0.3902 1.4512 -3.3549 0.108
C -1.5933 -4.2385 -3.1204 -0.059
C -1.8556 -2.8836 -3.8242 -0.124
N -2.4582 -1.9476 -2.8858 -0.138
C -1.6575 -1.8813 -1.6588 -0.148
C -1.7663 -3.2217 -0.9004 -0.089
N -2.3746 -4.2183 -1.8438 -0.065
C -3.7986 -3.8651 -2.1271 -0.058
C -3.8128 -2.3788 -2.5582 -0.129
H -0.5414 -4.3645 -2.8663 0.099
H -1.9150 -5.0911 -3.7165 0.135
H -2.5237 -3.0065 -4.6779 0.128
H -0.9221 -2.4610 -4.1940 0.131
H -1.9935 -1.0661 -1.0136 0.079
H -0.6217 -1.6613 -1.9164 0.099
H -2.4114 -3.1436 -0.0247 0.131
H -0.7914 -3.5901 -0.5891 0.034
H -2.3390 -5.1388 -1.4119 0.192
H -4.3904 -4.0342 -1.2289 0.136
H -4.1613 -4.5223 -2.9164 0.133
H -4.1787 -1.7537 -1.7495 0.109
H -4.4714 -2.2311 -3.4148 0.130
C 5.8791 5.4404 0.2403 -0.039
C 4.4794 5.2234 0.7391 -0.265
C 3.3818 5.3762 -0.1005 -0.028
C 2.0944 5.1334 0.3552 -0.071
C 1.9047 4.7457 1.6667 -0.404
C 2.9823 4.5977 2.5300 -0.084
C 4.2592 4.8450 2.0640 -0.027
S 0.2644 4.3272 2.2493 0.871
C 0.0693 5.7702 3.3326 -0.202
O -0.6613 4.5454 1.0980 -0.949
H 5.8807 5.7938 -0.7891 0.078
H 6.4449 4.5082 0.2851 0.088
H 6.4025 6.1694 0.8600 0.086
H 3.5339 5.6810 -1.1285 0.118
H 1.2391 5.2503 -0.2987 0.109
H 2.8235 4.2831 3.5551 0.113
H 5.1041 4.7345 2.7330 0.124
H 0.3240 6.6662 2.7720 0.071
H 0.7281 5.6381 4.1891 0.060
H -0.9694 5.8009 3.6567 0.057
C 2.0694 1.1804 3.5406 -0.234
Si 1.5404 -0.6059 3.1681 0.278
C -0.2006 -0.7547 3.9420 -0.247
C 2.6678 -1.7139 4.2248 -0.229
Si 1.3023 -0.9986 0.8792 0.357
Si 3.0683 -0.1600 -0.3951 0.279
C 3.4786 1.6341 0.0677 -0.228
C 2.4734 -0.1068 -2.2045 -0.237
C 4.7204 -1.1017 -0.4199 -0.229
Si 1.4135 -3.3212 0.6742 0.298
C 1.2200 -3.8407 -1.1703 -0.246
C -0.0344 -4.1385 1.6324 -0.240
C 2.9525 -4.2688 1.2617 -0.217
H 2.1813 1.3588 4.6138 0.034
H 1.3221 1.8755 3.1565 -0.024
H 3.0206 1.4199 3.0617 0.008
H -0.1674 -0.7317 5.0347 0.028
H -0.6795 -1.6932 3.6467 0.004
H -0.8338 0.0752 3.6105 0.002
H 2.7062 -1.3889 5.2677 0.023
H 3.6887 -1.7160 3.8369 0.023
H 2.3113 -2.7472 4.2124 0.010
H 2.5677 2.2375 0.1062 0.012
H 4.1579 2.0980 -0.6525 0.032
H 3.9525 1.6901 1.0495 0.015
H 1.5852 0.5255 -2.2957 -0.006
H 2.2093 -1.1094 -2.5532 0.007
H 3.2416 0.2843 -2.8774 0.027
H 5.1097 -1.2348 0.5916 0.022
H 5.4825 -0.5823 -1.0073 0.023
H 4.5882 -2.0962 -0.8539 0.010
H 0.6887 -3.0780 -1.7485 -0.014
H 0.7115 -4.8028 -1.2978 0.028
H 2.2089 -3.9398 -1.6244 0.040
H -0.8900 -3.4636 1.7257 -0.005
H 0.2983 -4.3711 2.6470 0.028
H -0.3779 -5.0768 1.1854 0.024
H 3.8452 -3.9147 0.7416 0.012
H 2.8686 -5.3464 1.0960 0.027
H 3.1095 -4.1039 2.3299 0.011
```

The net charge is +1. Its HOMO-LUMO gap is 4.62 eV. The highest occupied orbital energy is -7.47 eV.



No. 3
Below is a structure of composition C31H58N8O2PPd, with properties calculated with ωB97M-V with the def2-TZVPD basis set.

The geometry in XYZ format:
```
101
Properties=species:S:1:pos:R:3:mulliken_spin:R:1
Pd -0.7902 0.1219 1.2779 1.302
C -2.4344 0.7273 5.5034 0.001
C -2.2598 0.0727 4.1268 0.041
C -1.2391 -1.0658 4.2235 -0.003
C -1.9181 1.1560 3.1175 -0.034
C -2.9297 1.8101 2.3763 0.054
C -2.6615 2.9274 1.6271 0.010
C -1.3640 3.4956 1.5876 0.123
C -1.0928 4.7505 0.8081 0.007
C -0.3688 2.8767 2.3245 -0.016
C -0.6249 1.7135 3.0663 0.068
H -2.7499 -0.0145 6.2379 0.001
H -3.1851 1.5193 5.4785 -0.001
H -1.4907 1.1617 5.8436 0.001
H -3.2318 -0.3417 3.8431 0.007
H -0.3379 -0.7505 4.7517 0.000
H -0.9263 -1.4776 3.2602 -0.004
H -1.6600 -1.9013 4.7828 0.001
H -3.9494 1.4463 2.4459 0.001
H -3.4688 3.4099 1.0867 0.002
H -0.7653 4.5149 -0.2085 0.015
H -0.3091 5.3425 1.2801 0.002
H -1.9869 5.3677 0.7274 0.003
H 0.6257 3.3087 2.3586 0.012
H 0.1541 1.3203 3.7048 0.002
N -2.8880 -0.9172 0.8508 0.089
C -2.7978 -1.8883 -0.2677 0.004
C -3.2756 -3.2851 0.1455 0.004
C -4.7899 -3.5170 0.2865 0.001
C -5.3790 -4.3039 -0.8834 0.000
N -5.2342 -3.6907 -2.2140 0.000
C -6.1562 -2.9635 -2.8319 0.000
N -7.2717 -2.5927 -2.1997 0.000
N -5.9494 -2.5578 -4.0879 0.000
C -1.3571 -2.0001 -0.7240 0.009
O -1.1045 -2.4400 -1.8314 0.040
O -0.4592 -1.6322 0.1563 0.153
H -3.0146 -1.3849 1.7413 -0.011
H -3.6367 -0.2461 0.7452 -0.003
H -3.3490 -1.5047 -1.1267 -0.002
H -2.7765 -3.5065 1.0939 0.002
H -2.8710 -4.0018 -0.5731 -0.001
H -5.3246 -2.5736 0.4461 -0.002
H -4.9846 -4.1334 1.1646 0.000
H -6.4313 -4.5332 -0.7198 0.000
H -4.8758 -5.2674 -0.9458 0.000
H -4.4049 -3.9188 -2.7393 0.000
H -7.5008 -2.9755 -1.2993 0.000
H -8.0318 -2.1790 -2.7150 0.000
H -5.1917 -2.9414 -4.6284 0.000
H -6.6820 -2.1023 -4.6066 0.000
N 1.2924 0.3360 0.9655 0.975
P 2.3229 0.5783 -0.2317 0.022
N 3.4533 1.6623 0.1275 0.067
C 3.2290 3.1222 -0.1065 0.005
C 4.5824 3.7916 -0.2540 0.001
C 5.3977 3.6692 1.0542 0.001
C 4.8602 2.5664 1.9779 -0.002
C 4.4541 1.3199 1.2057 -0.003
N 3.2020 -0.9218 -0.3812 0.743
C 4.3591 -1.0331 -1.2595 -0.043
C 5.2385 -2.1983 -0.8067 0.033
C 4.4952 -3.5389 -0.9174 0.002
C 2.9796 -3.3516 -0.7200 0.020
C 2.6551 -2.1589 0.1647 0.035
N 1.7773 0.8932 -1.7219 0.115
C 2.6731 1.3351 -2.8209 -0.027
C 2.0366 2.4918 -3.6048 0.012
C 0.5070 2.4412 -3.5410 0.000
C 0.0453 0.9886 -3.5017 -0.004
C 0.4762 0.3218 -2.1910 0.010
H 2.6877 3.5539 0.7382 0.005
H 2.6115 3.2505 -0.9933 -0.002
H 4.4329 4.8364 -0.5261 0.001
H 5.1157 3.3219 -1.0848 -0.001
H 5.3825 4.6159 1.5931 0.000
H 6.4424 3.4673 0.8169 0.000
H 4.0111 2.9267 2.5623 0.000
H 5.6245 2.2748 2.6973 0.000
H 4.0318 0.5780 1.8848 0.009
H 5.3364 0.8749 0.7369 -0.001
H 4.8828 -0.0801 -1.2779 0.011
H 3.9835 -1.2243 -2.2779 0.072
H 5.5480 -2.0081 0.2233 -0.001
H 6.1404 -2.1903 -1.4167 0.001
H 4.8937 -4.2272 -0.1737 0.000
H 4.6753 -3.9931 -1.8908 0.000
H 2.5318 -4.2335 -0.2650 -0.002
H 2.4697 -3.2063 -1.6761 0.004
H 3.1007 -2.2723 1.1694 0.080
H 1.5804 -2.0316 0.3203 -0.035
H 2.8559 0.4814 -3.4821 0.015
H 3.6285 1.6399 -2.4043 -0.004
H 2.3699 2.4099 -4.6400 0.000
H 2.4047 3.4482 -3.2312 0.000
H 0.0849 2.9626 -4.3977 0.000
H 0.1456 2.9545 -2.6438 -0.001
H 0.4566 0.4448 -4.3552 0.000
H -1.0391 0.9146 -3.5738 0.001
H 0.5432 -0.7618 -2.3082 0.013
H -0.2675 0.5229 -1.4286 0.000
```

The net charge is +3. Its HOMO-LUMO gap (alpha / beta) is 9.50 / 6.10 eV. The highest occupied orbital energy (alpha / beta) is -15.87 / -16.39 eV. The multiplicity is 5. Its expectation value of S² is 6.025.



No. 4
Below is a cluster of 6 separate species, C31H59BBr10N3O4 in total, with properties calculated with ωB97M-V with the def2-TZVPD basis set.

The geometry in XYZ format:
```
108
Properties=species:S:1:pos:R:3:lowdin_charge:R:1
C 5.0408 2.4718 0.7780 0.144
C 4.4072 2.1743 -0.1915 -0.118
C 3.5754 1.7284 -1.2976 -0.130
C 3.0302 0.3081 -1.0714 -0.304
C 4.2050 -0.6248 -1.3990 -0.170
N 4.0169 -2.0197 -1.0196 -0.098
C 5.2413 -2.8056 -1.2276 -0.091
C 2.4274 -0.0080 0.3120 -0.187
C 1.9019 1.0516 1.2973 -0.125
C 1.0721 2.1890 0.6876 -0.185
C -0.2553 2.4412 1.4168 -0.161
C -1.4805 2.0085 0.6142 -0.197
N -1.8527 2.9624 -0.4322 -0.102
C -1.2244 2.6801 -1.7386 -0.053
C -3.2902 2.9234 -0.6484 -0.481
C -3.9402 1.5651 -0.8397 0.005
O -3.9220 3.9343 -0.7035 0.138
C 1.5003 -1.1054 0.0238 0.059
N 1.1873 -1.1414 -1.2181 0.061
C 0.2729 -2.1706 -1.7597 -0.156
O -0.9757 -1.6273 -1.9221 -0.081
C -1.9426 -1.9061 -0.8871 -0.192
C -3.2054 -2.5690 -1.4359 -0.186
C -4.4949 -1.8377 -1.0123 -0.123
C 1.8237 -0.0327 -1.9894 -0.165
C 1.9533 -0.2932 -3.4820 0.003
B 2.1307 0.9974 -4.3862 -0.621
O 1.0974 1.3613 -5.2179 0.175
O 3.3004 1.7330 -4.3780 0.133
H 5.6024 2.7343 1.6377 0.040
H 4.2091 1.6798 -2.1811 0.084
H 2.7872 2.4474 -1.5120 0.125
H 5.0742 -0.2649 -0.8506 0.133
H 4.4578 -0.5328 -2.4601 0.116
H 3.2726 -2.4459 -1.5559 0.094
H 5.5522 -2.7953 -2.2735 0.083
H 5.0497 -3.8240 -0.9129 0.080
H 6.0217 -2.3835 -0.6044 0.085
H 3.2371 -0.4940 0.8711 0.165
H 1.2442 0.5202 1.9871 0.106
H 2.7277 1.4113 1.8928 0.067
H 0.9281 2.0436 -0.3747 0.065
H 1.6657 3.0989 0.7671 0.095
H -0.3765 3.4982 1.6297 0.084
H -0.2677 1.9107 2.3657 0.109
H -1.3447 0.9871 0.2268 0.103
H -2.3119 1.9587 1.3172 0.125
H -0.9801 1.6151 -1.8394 0.072
H -1.8814 2.9690 -2.5511 0.101
H -0.2897 3.2288 -1.8200 0.083
H -4.5780 1.6374 -1.7139 0.104
H -4.5327 1.3293 0.0373 0.062
H -3.2128 0.7849 -1.0391 0.049
H 1.1107 -1.8149 0.7389 0.103
H 0.3274 -3.0214 -1.0826 0.147
H 0.6504 -2.4914 -2.7269 0.139
H -2.1778 -0.9564 -0.4106 0.082
H -1.5057 -2.5577 -0.1308 0.069
H -3.2250 -3.5705 -1.0167 0.070
H -3.1362 -2.6695 -2.5131 0.112
H -4.2890 -0.8643 -0.5818 -0.008
H -4.9948 -2.4323 -0.2601 0.023
H -5.1355 -1.6781 -1.8737 0.081
H 1.0811 0.7660 -1.9091 0.133
H 2.7435 -1.0095 -3.7147 0.124
H 1.0266 -0.7553 -3.8147 0.109
H 1.3998 1.4492 -6.1304 0.122
H 3.1250 2.6369 -4.0875 0.124
Br 9.1173 3.0652 -6.2985 0.623
C 7.4601 2.0778 -6.5248 -0.702
C 6.4822 2.3621 -5.4165 -0.694
Br 6.9836 1.4636 -3.7646 0.632
H 7.7259 1.0276 -6.5824 0.050
H 7.0518 2.4039 -7.4785 0.059
H 5.4955 1.9796 -5.6653 0.036
H 6.4160 3.4205 -5.1867 0.054
Br -4.4631 -0.9808 2.3036 0.645
C -6.0706 0.1224 2.3437 -0.657
C -7.2983 -0.6824 2.6612 -0.679
Br -7.8660 -1.7662 1.1498 0.631
H -6.1310 0.6100 1.3756 0.038
H -5.8955 0.8674 3.1164 0.065
H -8.1342 -0.0232 2.8839 0.066
H -7.1426 -1.3619 3.4881 0.030
Br -0.3866 5.9750 3.7085 0.627
C 1.4294 6.3620 4.2846 -0.692
C 2.4447 5.7175 3.3812 -0.673
Br 2.5704 3.7995 3.6992 0.667
H 1.5132 6.0240 5.3119 0.052
H 1.5261 7.4443 4.2470 0.062
H 3.4391 6.1108 3.5776 0.060
H 2.2048 5.8444 2.3308 0.051
Br -0.7762 -2.2892 2.7835 0.647
C -1.5482 -3.7217 3.8619 -0.691
C -1.6496 -4.9984 3.0766 -0.694
Br -3.1330 -4.9363 1.8191 0.644
H -2.5097 -3.3663 4.2163 0.023
H -0.8718 -3.8402 4.7051 0.065
H -1.8644 -5.8306 3.7407 0.021
H -0.7543 -5.2097 2.5015 0.051
Br -3.6752 -5.5582 6.0609 0.671
C -5.4347 -6.1732 5.4962 -0.670
C -6.1945 -5.0947 4.7787 -0.694
Br -6.8571 -3.7704 6.0398 0.620
H -5.9431 -6.5113 6.3926 0.052
H -5.2530 -7.0199 4.8389 0.063
H -7.0746 -5.5090 4.2926 0.065
H -5.5876 -4.5670 4.0486 0.024
```

The net charge is +1. Its HOMO-LUMO gap is 8.25 eV. The highest occupied orbital energy is -11.27 eV.



Taking the records one at a time from the top gives electronic energy values of -309309.2777 -89946.7872 -61848.4190 -746860.1188 eV.